one) Below is a structure of composition CH2ClNO2S2, with properties calculated with ωB97M-V/def2-TZVPD.

Its HOMO energy is -9.73 eV.

```
! wB97M-V def2-TZVPD RIJCOSX def2/J DEFGRID3
* xyz 0 1
C 0.34456 -2.51138 1.02542
N 1.12553 -0.14533 0.17707
O -0.96043 -0.34499 -1.42813
O -0.11283 -2.24391 -0.15344
S -0.54212 -2.34675 2.38149
S -0.23822 -0.58535 -0.24287
Cl 1.89286 -3.21168 0.84553
H 1.73588 0.40826 -0.42955
H -1.07937 -0.52487 1.00582
*
```

two) Below is a cluster of 3 separate species, CH2ClNO2S2 in total, with properties calculated with ωB97M-V/def2-TZVPD.

Its HOMO energy is -10.21 eV.

```
! wB97M-V def2-TZVPD RIJCOSX def2/J DEFGRID3
* xyz 0 1
C 0.47552 -1.90389 0.22023
N 1.40143 -1.68052 0.91396
O -1.88746 1.78152 0.84099
O -2.13509 2.43243 -1.42669
S -0.99115 -2.06349 -0.31951
S -2.00496 1.29538 -0.52545
Cl 1.19206 1.65793 -0.57075
H 2.35522 -2.02647 0.96102
H 1.59442 0.50711 -0.09380
*
```

Stability ranking, top entry: two); the second entry is 2.411 eV less favorable.

one) Below is an isolated molecule of C3H6FNS, with properties calculated with ωB97M-V/def2-TZVPD.

Its SMILES is C[C@H](F)/C=N/S. Its HOMO energy is -9.16 eV.

```
! wB97M-V def2-TZVPD RIJCOSX def2/J DEFGRID3
* xyz 0 1
C -1.21180 -0.91459 -0.48950
C -0.86779 0.44614 0.04276
F -1.56469 1.37838 -0.88086
C 0.54948 0.76624 -0.02006
N 1.29469 0.14591 0.77494
S 2.98570 0.19186 0.47544
H -1.25729 -1.69501 0.26351
H -2.23167 -0.77180 -0.88881
H -0.52381 -1.16462 -1.26236
H -1.34578 0.58803 1.05641
H 0.94305 1.43888 -0.82841
H 3.22991 -0.40942 1.75693
*
```

two) Below is an isolated molecule of C3H6FNS, with properties calculated with ωB97M-V/def2-TZVPD.

Its SMILES is C[C@H](F)/C=N/S. Its HOMO energy is -9.26 eV.

```
! wB97M-V def2-TZVPD RIJCOSX def2/J DEFGRID3
* xyz 0 1
C -1.41335 0.92764 0.17915
C -0.68653 -0.46716 -0.20465
F -1.82674 -1.23607 0.07658
C 0.59612 -0.78303 0.48844
N 1.55706 -0.54813 -0.28897
S 3.12971 -0.22142 0.18291
H -0.67105 1.76357 -0.28267
H -2.34705 0.76271 -0.51094
H -1.57852 1.18371 1.26990
H -0.51724 -0.32980 -1.40678
H 0.30302 -0.87027 1.66556
H 3.45455 -0.18175 -1.16855
*
```

Stability ranking, top entry: one); the second entry is 1.550 eV less favorable.

one) Below is a cluster of 2 separate species, C2H2BrO2S in total, with properties calculated with ωB97M-V/def2-TZVPD.

Its HOMO energy is -2.76 eV.

```
! wB97M-V def2-TZVPD RIJCOSX def2/J DEFGRID3
* xyz -1 1
C -1.19369 2.65713 0.19370
C -0.22111 0.10222 1.11073
O -0.65989 2.69215 -0.80511
O -1.68658 2.85447 1.21092
S -0.02560 -0.42986 -0.58253
Br 0.38002 -1.36226 2.53497
H 0.57143 0.77084 1.23810
H -1.31331 -0.48015 -0.91297
*
```

two) Below is a cluster of 2 separate species, C2H2BrO2S in total, with properties calculated with ωB97M-V/def2-TZVPD.

Its HOMO energy (alpha / beta) is -4.34 / -4.34 eV.

```
! wB97M-V def2-TZVPD RIJCOSX def2/J DEFGRID3
* xyz -1 1
C -0.81787 0.72095 0.27447
C 0.35032 -0.14509 0.47867
O -1.17242 0.87740 -1.01112
O -1.36795 1.32257 1.16957
S 1.33951 -0.51457 -0.79384
Br -1.50022 -2.44264 0.84723
H 0.64987 -0.36594 1.49126
H -0.53394 0.34499 -1.53936
*
```

Stability ranking, top entry: two); the second entry is 1.979 eV less favorable.